Record 1
{
  "formula": "C44H55BBr4MoN7O3SSe",
  "method": "ωB97M-V/def2-TZVPD",
  "species": ["Mo", "C", "C", "C", "C", "N", "N", "B", "N", "N", "C", "C", "C", "C", "C", "C", "C", "C", "N", "N", "C", "C", "C", "C", "C", "C", "C", "C", "C", "C", "C", "C", "H", "H", "H", "H", "H", "H", "H", "H", "H", "H", "H", "H", "H", "H", "H", "H", "H", "H", "H", "H", "H", "H", "H", "H", "H", "H", "H", "H", "H", "H", "H", "H", "H", "H", "H", "H", "H", "H", "H", "H", "O", "N", "C", "C", "C", "C", "C", "S", "H", "H", "H", "H", "Br", "C", "C", "Br", "C", "Br", "C", "O", "C", "O", "C", "Br", "C", "C", "C", "C", "C", "C", "Se", "C", "C", "C", "H", "H", "H", "H", "H", "H", "H", "H", "H", "H", "H"],
  "xyz": [[0.43940, -1.50634, -0.04184], [-2.04978, -1.76348, -5.22780], [-0.83375, -1.85306, -4.36491], [0.44569, -2.19749, -4.72543], [1.21163, -2.09694, -3.55065], [0.42807, -1.73822, -2.52832], [-0.82571, -1.57956, -3.05007], [-1.97721, -0.90430, -2.28665], [-2.37944, -1.84237, -1.08441], [-1.48319, -2.57198, -0.34426], [-2.18587, -3.49221, 0.32695], [-3.54950, -3.31843, 0.05754], [-3.62608, -2.28301, -0.84473], [-4.86467, -1.75723, -1.49215], [-1.66781, -4.66293, 1.14813], [-2.08244, -4.48588, 2.61427], [-0.16295, -4.88480, 1.05446], [-2.34486, -5.93214, 0.59256], [-1.60851, 0.55932, -2.00066], [-0.31863, 0.93474, -1.82186], [-0.31166, 2.24304, -1.67594], [-1.62725, 2.75139, -1.78078], [-2.42018, 1.64651, -1.99378], [-3.90249, 1.61601, -2.18014], [0.96158, 3.03941, -1.51895], [2.14254, 2.11811, -1.22036], [1.21530, 3.79420, -2.83261], [0.81617, 4.04088, -0.36789], [2.69961, -2.37984, -3.48769], [3.29857, -2.26494, -4.89507], [3.41566, -1.36334, -2.59406], [2.91205, -3.81613, -2.99390], [-1.79469, -2.09794, -6.23367], [-2.42509, -0.74094, -5.28839], [-2.85831, -2.39046, -4.84915], [0.77831, -2.47416, -5.71129], [-2.95370, -0.88864, -2.98373], [-4.37692, -3.87948, 0.45797], [-5.72146, -2.30400, -1.09812], [-4.83764, -1.88565, -2.57453], [-5.01123, -0.69787, -1.29328], [-1.55235, -3.64217, 3.05773], [-1.83316, -5.38945, 3.17855], [-3.15739, -4.30950, 2.70388], [0.39769, -4.13482, 1.60471], [0.18703, -4.86532, 0.02386], [0.07540, -5.86340, 1.48102], [-3.43141, -5.89650, 0.68389], [-1.98446, -6.80213, 1.14684], [-2.09502, -6.06849, -0.46184], [-1.95881, 3.77494, -1.70359], [-4.25698, 2.63416, -2.34137], [-4.41922, 1.22364, -1.30121], [-4.19690, 1.00537, -3.03520], [2.25700, 1.36001, -1.99746], [2.00589, 1.60309, -0.26930], [3.06326, 2.70635, -1.16198], [1.32281, 3.08966, -3.66147], [2.13600, 4.37991, -2.75460], [0.39103, 4.47362, -3.06710], [0.73538, 3.51223, 0.58494], [-0.06258, 4.68084, -0.49006], [1.70114, 4.68220, -0.32053], [3.03115, -1.31295, -5.35895], [2.97085, -3.07713, -5.54898], [4.38771, -2.31267, -4.82000], [3.58338, -0.43211, -3.14174], [4.38527, -1.75178, -2.27226], [2.83219, -1.11186, -1.71718], [2.38741, -4.51968, -3.64806], [2.52609, -3.93652, -1.98599], [3.97686, -4.06775, -2.99929], [-0.96019, 0.00922, 0.49537], [-1.60512, -0.02883, 1.64480], [-2.72320, 0.71348, 1.73222], [-3.45274, 0.75193, 2.88797], [-2.99883, 0.02244, 3.99042], [-1.84400, -0.70816, 3.88622], [-1.12588, -0.75565, 2.68121], [0.28772, -1.67513, 2.42745], [-2.95087, 1.26824, 0.83294], [-4.34482, 1.35949, 2.93069], [-3.54541, 0.04494, 4.92439], [-1.44129, -1.25799, 4.72462], [6.59278, -4.62954, 1.39778], [5.26101, -3.32217, 1.06585], [5.51537, -1.97583, 1.27196], [7.22552, -1.40079, 1.85168], [4.50209, -1.02522, 1.05800], [4.76946, 0.82518, 1.29100], [3.24145, -1.41686, 0.63684], [2.25340, -0.60094, 0.37517], [2.99382, -2.79475, 0.37218], [1.81221, -3.07626, -0.13396], [3.99112, -3.72404, 0.61573], [3.55605, -5.54644, 0.31607], [0.06965, 8.15919, 4.71514], [0.26132, 6.73192, 4.26653], [1.46693, 6.06800, 4.44661], [1.64856, 4.74026, 4.06814], [2.98828, 4.09420, 4.27336], [0.58690, 4.00380, 3.49572], [0.80460, 2.16645, 3.04529], [-0.62564, 4.69720, 3.26466], [-1.78731, 4.00936, 2.60587], [-0.76834, 6.02372, 3.65902], [1.01855, 8.59886, 5.02900], [-0.62086, 8.22681, 5.56201], [-0.33975, 8.78216, 3.91487], [2.30274, 6.60249, 4.89382], [3.71281, 4.81507, 4.66343], [3.35710, 3.67521, 3.33413], [2.91179, 3.24560, 4.95690], [-1.44413, 3.37449, 1.78693], [-2.50810, 4.74162, 2.22920], [-2.29396, 3.34341, 3.31069], [-1.71962, 6.52229, 3.48001]],
  "s_squared": 3.7640,
  "charge": -2,
  "e_homo_ev": [-1.1, -1.1],
  "de_lowest_kcal_mol": 0.0,
  "orbital_gap_ha": [0.177, 0.177],
  "spin_multiplicity": 4,
  "e_lumo_ev": [3.74, 3.74],
  "e_tot_ev": -421984.503
}

---

Record 2
{
  "formula": "C44H55ClNO9P3STi",
  "method": "ωB97M-V/def2-TZVPD",
  "species": ["Ti", "O", "S", "O", "O", "C", "C", "C", "C", "C", "C", "P", "C", "C", "C", "C", "C", "C", "C", "C", "C", "C", "C", "C", "H", "H", "H", "H", "H", "H", "H", "H", "H", "H", "H", "H", "H", "H", "C", "P", "C", "C", "C", "P", "C", "C", "H", "H", "H", "H", "H", "H", "H", "H", "H", "H", "H", "H", "H", "H", "H", "H", "C", "O", "C", "C", "O", "C", "H", "H", "H", "H", "H", "H", "H", "H", "H", "H", "C", "O", "C", "C", "C", "C", "C", "C", "N", "C", "C", "C", "C", "C", "C", "C", "O", "H", "H", "H", "H", "H", "H", "H", "H", "H", "H", "H", "H", "H", "Cl", "C", "C", "O", "O", "H", "H"],
  "xyz": [[10.87184, 12.96795, 9.80385], [9.04686, 14.18198, 10.31817], [9.45178, 14.40354, 11.73978], [9.24837, 15.73814, 12.21466], [10.90263, 13.96305, 11.80598], [8.46998, 13.22467, 12.73275], [7.66423, 13.80398, 13.71344], [6.84738, 12.92355, 14.45757], [6.81566, 11.58938, 14.21914], [7.53442, 11.11184, 13.16049], [8.40846, 11.85283, 12.41956], [9.38806, 11.16526, 11.12018], [8.13644, 10.44262, 10.02359], [7.80248, 9.11874, 10.11157], [6.93714, 8.57051, 9.12782], [6.37935, 9.37752, 8.10442], [6.60451, 10.72003, 8.12199], [7.50119, 11.27301, 9.05639], [10.37541, 9.68413, 11.64952], [10.93957, 8.98614, 10.50742], [11.73063, 7.89423, 10.79360], [11.92273, 7.46999, 12.13078], [11.40163, 8.20292, 13.16900], [10.65971, 9.36721, 12.91306], [7.58068, 14.85812, 13.81029], [6.20131, 13.38256, 15.23089], [6.12498, 11.02788, 14.82353], [7.37527, 10.04174, 12.88879], [8.19182, 8.41998, 10.82732], [6.72190, 7.51015, 9.09682], [5.73594, 8.90201, 7.33121], [6.17866, 11.36126, 7.30488], [7.68568, 12.34318, 8.92243], [10.64533, 9.33818, 9.51919], [12.19824, 7.33023, 9.98863], [12.50497, 6.52785, 12.30630], [11.55134, 7.89797, 14.19182], [10.23948, 9.89008, 13.74695], [11.38283, 15.57455, 6.87213], [11.76216, 15.16557, 8.64814], [13.57990, 15.41482, 8.79518], [11.12495, 16.61865, 9.52067], [11.86324, 17.91056, 9.14520], [12.85187, 18.50570, 10.59727], [13.77178, 19.88410, 9.85121], [11.58466, 19.35923, 11.61444], [11.96699, 16.46272, 6.51118], [10.36476, 15.81781, 6.94745], [11.56866, 14.69774, 6.31021], [13.79958, 15.96526, 9.73148], [14.01063, 16.04734, 8.02056], [14.08242, 14.47241, 8.93346], [11.20897, 16.49399, 10.60856], [10.06278, 16.75277, 9.35071], [11.27172, 18.64234, 8.60579], [12.71342, 17.66058, 8.38748], [13.24554, 20.29920, 8.96782], [14.70929, 19.55421, 9.53576], [13.91654, 20.67524, 10.58236], [10.98162, 20.12469, 11.02249], [12.07361, 19.84397, 12.38935], [10.80961, 18.70507, 12.01361], [15.97375, 9.22168, 13.17480], [15.23362, 10.31138, 13.58986], [14.38924, 10.01593, 14.67239], [13.73310, 11.25801, 15.24288], [12.79769, 11.80670, 14.35158], [11.97336, 12.76309, 14.98644], [15.27182, 8.44972, 12.76819], [16.51937, 8.78376, 13.96462], [16.81602, 9.56985, 12.52036], [14.98756, 9.61578, 15.49256], [13.62913, 9.28081, 14.39657], [13.19819, 10.91612, 16.19598], [14.46874, 12.02546, 15.52634], [11.50356, 12.26436, 15.89535], [11.18207, 13.02678, 14.28562], [12.52574, 13.56356, 15.36794], [18.06794, 12.44870, 13.81627], [16.83287, 12.71347, 13.14762], [16.11096, 13.82541, 13.46689], [16.55729, 14.79344, 14.40182], [15.77709, 15.90606, 14.63894], [14.58744, 16.09859, 14.03875], [14.11661, 15.11931, 13.19284], [14.87301, 13.96978, 12.85211], [14.37064, 13.05375, 11.93164], [15.14632, 12.55345, 10.98740], [14.87540, 11.54603, 9.99781], [15.99931, 10.93242, 9.43181], [15.79066, 9.95542, 8.48444], [14.46690, 9.62976, 8.15905], [13.36985, 10.33902, 8.54081], [13.54693, 11.28361, 9.58596], [12.60591, 12.06501, 10.11137], [18.86188, 13.02320, 13.33521], [18.38602, 11.40330, 13.65367], [17.92981, 12.70197, 14.91712], [17.52855, 14.64657, 14.81965], [16.13500, 16.65502, 15.31300], [13.97211, 16.95826, 14.23807], [13.16290, 15.33491, 12.61872], [13.45032, 12.58294, 12.07895], [16.06602, 13.07735, 10.88989], [17.01244, 11.33319, 9.60854], [16.60783, 9.50906, 7.98327], [14.28624, 8.95476, 7.39384], [12.43170, 10.20635, 8.05542], [10.92434, 9.75683, 6.18903], [9.65972, 10.96529, 6.28260], [10.13203, 12.09591, 7.17678], [9.69118, 13.23081, 6.84619], [10.81339, 11.80379, 8.22071], [8.84986, 10.39927, 6.67527], [9.51611, 11.33370, 5.22184]],
  "s_squared": 0.7528,
  "charge": 1,
  "e_homo_ev": [-10.4, -10.4],
  "de_lowest_kcal_mol": 0.0,
  "orbital_gap_ha": [0.274, 0.274],
  "spin_multiplicity": 2,
  "e_lumo_ev": [-2.90, -2.88],
  "e_tot_ev": -140773.539
}